{"formula": "C28H58GeN3O3RuSSbSe4Si2", "method": "ωB97M-V/def2-TZVPD", "homo_ev": [-0.17, -0.17], "e_above_lowest_kcal_mol": 57.1, "multiplicity": 5, "gap_ev": [3.9, 3.1], "total_charge": -2, "symbols": ["Ru", "C", "C", "C", "C", "O", "Si", "S", "O", "C", "C", "C", "C", "O", "C", "C", "C", "C", "H", "H", "H", "H", "H", "H", "H", "H", "H", "H", "H", "H", "H", "H", "H", "H", "H", "H", "H", "H", "H", "H", "H", "H", "H", "H", "H", "Se", "Sb", "Se", "Se", "Se", "C", "N", "C", "C", "N", "H", "H", "H", "H", "H", "H", "C", "Ge", "C", "C", "C", "H", "H", "H", "H", "H", "H", "H", "H", "H", "H", "H", "C", "Si", "C", "C", "N", "C", "C", "C", "C", "C", "C", "H", "H", "H", "H", "H", "H", "H", "H", "H", "H", "H", "H", "H", "H"], "positions_angstrom": [[-1.59, 1.13, 0.14], [2.82, -0.76, -0.97], [1.56, -0.80, -0.11], [0.82, -2.13, -0.35], [1.97, -0.69, 1.35], [0.67, 0.35, -0.42], [1.21, 1.86, -0.91], [-0.49, 3.05, -0.89], [1.91, 1.68, -2.36], [2.84, 2.42, -3.14], [4.24, 2.25, -2.57], [2.44, 3.90, -3.16], [2.77, 1.84, -4.55], [2.41, 2.39, 0.10], [2.48, 3.31, 1.19], [2.51, 4.73, 0.64], [1.31, 3.13, 2.15], [3.79, 3.00, 1.90], [3.40, -1.65, -0.75], [3.42, 0.12, -0.71], [2.61, -0.76, -2.04], [1.51, -2.87, 0.08], [-0.24, -3.27, -1.75], [-1.14, -1.61, 0.16], [2.63, -1.53, 1.60], [1.10, -0.73, 2.00], [2.52, 0.23, 1.51], [4.27, 2.59, -1.54], [4.96, 2.82, -3.16], [4.52, 1.19, -2.61], [2.51, 4.33, -2.16], [1.40, 4.00, -3.50], [3.09, 4.46, -3.83], [3.00, 0.77, -4.51], [3.49, 2.34, -5.20], [1.77, 1.96, -4.96], [1.61, 4.92, 0.06], [3.38, 4.87, 0.00], [2.55, 5.45, 1.46], [0.36, 3.41, 1.67], [1.46, 3.76, 3.03], [1.23, 2.09, 2.46], [4.62, 3.06, 1.20], [3.77, 1.98, 2.31], [3.96, 3.70, 2.72], [-7.20, 2.42, 1.71], [-5.04, 1.81, 2.53], [-3.42, 2.48, 0.69], [-4.20, 2.68, 4.69], [-4.65, -0.34, 3.65], [-1.53, -0.32, 5.53], [-0.93, 0.74, 4.73], [-0.53, 1.96, 5.42], [-0.98, 0.75, 3.42], [-0.99, 0.70, 2.27], [-2.37, 0.08, 6.09], [-0.77, -0.72, 6.20], [-1.91, -1.09, 4.88], [-1.41, 2.45, 5.85], [-0.06, 2.64, 4.71], [0.19, 1.72, 6.21], [-5.57, 0.92, -1.93], [-4.35, -0.57, -1.56], [-4.97, -1.66, -0.07], [-4.35, -1.72, -3.15], [-2.51, 0.04, -1.33], [-5.42, 1.27, -2.96], [-5.41, 1.75, -1.25], [-6.61, 0.59, -1.82], [-6.06, -1.69, -0.05], [-4.64, -1.26, 0.89], [-4.60, -2.68, -0.16], [-5.35, -2.13, -3.33], [-3.65, -2.55, -3.02], [-4.04, -1.16, -4.04], [-2.30, 0.69, -2.19], [-1.85, -0.82, -1.45], [0.69, -4.27, 2.25], [-0.82, -3.64, 1.33], [-2.14, -3.18, 2.58], [-1.45, -5.05, 0.25], [-0.39, -2.22, 0.47], [0.67, -2.64, -1.84], [1.85, -3.52, -2.21], [2.73, -3.22, -3.21], [2.59, -2.11, -4.06], [1.37, -1.39, -3.92], [0.46, -1.62, -2.94], [0.39, -5.09, 2.91], [1.13, -3.48, 2.85], [1.46, -4.66, 1.57], [-2.83, -4.00, 2.79], [-2.74, -2.32, 2.25], [-1.66, -2.90, 3.52], [-1.69, -5.93, 0.86], [-0.70, -5.33, -0.49], [-2.35, -4.75, -0.29], [1.99, -4.43, -1.63], [3.57, -3.90, -3.36], [3.26, -1.94, -4.90], [1.13, -0.61, -4.64], [-0.44, -1.03, -2.93]]}

---

{"formula": "C28H58NO12", "method": "ωB97M-V/def2-TZVPD", "homo_ev": -10.79, "e_above_lowest_kcal_mol": 0.0, "multiplicity": 1, "gap_ev": 6.5, "total_charge": 1, "symbols": ["C", "C", "O", "C", "C", "C", "C", "N", "C", "C", "O", "C", "C", "C", "C", "O", "O", "H", "H", "H", "H", "H", "H", "H", "H", "H", "H", "H", "H", "H", "H", "H", "H", "H", "H", "C", "O", "C", "C", "O", "C", "H", "H", "H", "H", "H", "H", "H", "H", "H", "H", "C", "O", "C", "C", "O", "C", "H", "H", "H", "H", "H", "H", "H", "H", "H", "H", "C", "O", "C", "C", "O", "C", "H", "H", "H", "H", "H", "H", "H", "H", "H", "H", "C", "O", "C", "C", "O", "C", "H", "H", "H", "H", "H", "H", "H", "H", "H", "H"], "positions_angstrom": [[5.35, -5.21, 1.27], [4.70, -4.79, -0.05], [5.62, -4.01, -0.81], [5.15, -3.67, -2.10], [4.89, -2.14, -2.17], [3.54, -1.87, -1.54], [2.44, -2.06, -2.30], [1.23, -1.85, -1.76], [1.04, -1.47, -0.52], [-0.37, -1.30, 0.00], [-1.27, -2.20, -0.61], [-0.93, -3.56, -0.41], [2.11, -1.24, 0.29], [3.37, -1.44, -0.22], [4.60, -1.24, 0.62], [4.86, -2.00, 1.53], [5.40, -0.21, 0.28], [6.34, -4.76, 1.29], [4.81, -4.80, 2.12], [5.42, -6.29, 1.38], [4.33, -5.64, -0.63], [3.81, -4.18, 0.19], [5.95, -3.93, -2.80], [4.23, -4.22, -2.34], [4.85, -1.83, -3.22], [5.67, -1.59, -1.66], [2.48, -2.38, -3.34], [0.40, -2.02, -2.33], [-0.39, -1.48, 1.08], [-0.73, -0.28, -0.14], [-1.80, -4.14, -0.74], [-0.09, -3.91, -1.01], [-0.76, -3.81, 0.64], [1.97, -0.90, 1.31], [5.86, 0.00, 1.11], [1.25, -3.44, -6.46], [0.40, -2.67, -5.62], [0.72, -1.29, -5.63], [-0.24, -0.49, -6.50], [-0.09, -0.84, -7.87], [-1.10, -1.72, -8.34], [0.80, -4.43, -6.58], [1.35, -2.99, -7.45], [2.24, -3.55, -6.01], [1.75, -1.13, -5.95], [0.62, -0.93, -4.60], [0.00, 0.57, -6.41], [-1.27, -0.64, -6.18], [-2.04, -1.18, -8.47], [-1.25, -2.56, -7.66], [-0.78, -2.11, -9.30], [-3.95, -0.04, 3.50], [-3.53, -0.16, 2.15], [-4.02, -1.33, 1.51], [-5.19, -1.01, 0.61], [-6.32, -0.60, 1.37], [-6.48, 0.81, 1.37], [-3.73, 0.97, 3.83], [-5.02, -0.22, 3.61], [-3.40, -0.75, 4.13], [-4.28, -2.10, 2.24], [-3.20, -1.71, 0.89], [-5.49, -1.92, 0.07], [-4.92, -0.25, -0.13], [-6.88, 1.15, 0.41], [-5.55, 1.33, 1.59], [-7.20, 1.06, 2.15], [-5.44, 4.30, 3.06], [-4.22, 3.70, 3.47], [-3.08, 4.44, 3.09], [-2.51, 5.25, 4.24], [-3.40, 6.28, 4.64], [-4.14, 5.95, 5.81], [-6.25, 3.80, 3.59], [-5.47, 5.36, 3.30], [-5.58, 4.16, 1.98], [-3.31, 5.10, 2.24], [-2.32, 3.72, 2.76], [-1.59, 5.74, 3.91], [-2.27, 4.60, 5.08], [-3.50, 6.02, 6.69], [-4.57, 4.94, 5.75], [-4.95, 6.67, 5.91], [3.15, 3.60, 3.67], [3.60, 3.52, 2.32], [3.29, 2.28, 1.71], [2.09, 2.39, 0.79], [0.90, 2.65, 1.52], [0.50, 4.01, 1.47], [3.21, 4.64, 3.97], [2.11, 3.27, 3.77], [3.79, 3.00, 4.32], [3.14, 1.50, 2.47], [4.16, 2.00, 1.11], [1.95, 1.43, 0.28], [2.25, 3.15, 0.03], [0.07, 4.24, 0.49], [1.33, 4.68, 1.67], [-0.27, 4.16, 2.23]]}